# 1
57
Properties=species:S:1:pos:R:3:forces:R:3:mulliken_charge:R:1 method="wB97M-V/def2-TZVPD" spin_multiplicity=1 e_above_lowest_kcal_mol=0.0 molar_mass_g_mol=740.37 total_energy_ev=-254421.5515 total_charge=+1
Co 0.2445 0.3845 0.6277 0.59 -0.12 -0.04 -0.730
S -0.4461 2.2898 1.5348 -0.07 0.13 -0.19 -0.283
C -1.2241 2.2491 -0.0044 0.07 0.01 0.04 0.392
N -1.0602 1.0852 -0.5908 -0.02 -0.05 0.04 0.864
C -1.5559 1.0528 -1.8877 0.16 0.06 -0.04 -1.201
C -1.5016 -0.0147 -2.7746 0.06 0.05 -0.11 0.096
C -2.0637 0.1577 -4.0250 0.03 -0.01 0.03 -1.243
C -2.6726 1.3633 -4.3854 -0.01 0.01 0.01 -0.678
C -2.7251 2.4295 -3.5060 -0.02 0.00 -0.02 -0.505
C -2.1522 2.2629 -2.2514 0.00 0.02 0.01 1.048
S -2.0279 3.4320 -0.9491 -0.06 -0.08 -0.05 -0.238
H -1.0216 -0.9411 -2.4859 0.00 0.03 -0.01 1.012
H -2.0283 -0.6531 -4.7402 0.00 0.00 -0.01 0.484
H -3.1035 1.4688 -5.3715 0.00 0.00 0.00 0.425
H -3.1876 3.3645 -3.7910 0.00 0.00 0.00 0.434
O 3.3945 -1.6496 0.9446 -0.06 0.03 -0.03 -0.684
S 2.0335 -1.3024 1.1511 0.11 0.09 0.03 1.648
O 1.7614 0.0485 1.7601 -0.01 -0.23 0.02 -0.511
O 1.1530 -1.2706 -0.0635 -0.15 0.03 -0.06 -0.577
C 1.2783 -2.4334 2.2576 -0.03 0.00 0.01 0.214
C 2.0297 -3.4147 2.8736 -0.02 0.00 0.00 -0.441
C 1.4052 -4.2542 3.7890 0.02 -0.01 0.00 -0.688
C 0.0605 -4.0923 4.0784 -0.02 0.00 0.01 -0.729
C -0.6838 -3.0967 3.4542 0.02 0.00 0.01 -0.508
C -0.0792 -2.2586 2.5276 -0.01 -0.02 -0.06 -1.182
P -1.0878 -1.0201 1.6558 -0.16 0.11 0.14 3.453
C -2.0172 -1.9013 0.3968 -0.02 0.08 -0.12 0.634
C -1.7240 -3.2299 0.0965 -0.02 -0.04 0.01 -0.748
C -2.4175 -3.8757 -0.9156 0.03 -0.01 0.00 -0.768
C -3.3919 -3.1997 -1.6347 -0.01 0.03 -0.02 -0.699
C -3.6675 -1.8669 -1.3578 -0.05 -0.07 0.08 -0.911
C -2.9762 -1.2142 -0.3523 -0.16 -0.09 0.20 -0.551
C -2.1872 -0.3933 2.9368 0.06 0.08 0.00 0.217
C -1.5910 0.3433 3.9641 0.03 0.00 -0.02 -0.866
C -2.3550 0.8068 5.0168 -0.02 -0.01 0.02 -0.843
C -3.7202 0.5405 5.0522 0.02 0.01 0.01 -0.509
C -4.3124 -0.2002 4.0434 0.00 -0.03 -0.02 -0.748
C -3.5488 -0.6746 2.9837 0.05 -0.03 0.00 0.049
H 3.0814 -3.5104 2.6411 0.00 0.00 0.00 0.586
H 1.9764 -5.0294 4.2810 0.00 0.00 0.00 0.430
H -0.4191 -4.7417 4.7982 0.00 0.00 0.00 0.449
H -1.7330 -2.9761 3.6935 0.00 0.00 0.00 0.540
H -0.9591 -3.7633 0.6452 -0.01 0.00 0.00 0.373
H -2.1919 -4.9086 -1.1434 0.00 0.00 0.00 0.463
H -3.9303 -3.7087 -2.4231 0.00 0.00 0.00 0.441
H -4.4104 -1.3317 -1.9337 0.00 0.01 0.00 0.494
H -3.1688 -0.1648 -0.1658 -0.10 -0.10 0.10 0.792
H -0.5272 0.5535 3.9381 -0.01 -0.01 0.01 0.478
H -1.8909 1.3779 5.8092 0.00 0.00 0.00 0.448
H -4.3190 0.9070 5.8752 0.00 0.00 0.00 0.412
H -5.3707 -0.4204 4.0796 0.00 0.00 -0.01 0.447
H -4.0166 -1.2798 2.2223 -0.02 -0.01 -0.15 0.406
Br 2.2133 1.5436 -1.3100 -0.15 0.18 0.16 -0.019
C 3.1076 0.0647 -2.1830 -0.02 -0.04 -0.04 -0.334
Br 2.0311 -0.7808 -3.5226 0.02 0.00 0.02 -0.068
H 3.3656 -0.6620 -1.4252 -0.01 -0.01 0.02 0.126
H 3.9821 0.4875 -2.6595 0.00 0.00 0.00 0.408

=====

# 2
61
Properties=species:S:1:pos:R:3:forces:R:3:lowdin_spin:R:1 method="wB97M-V/def2-TZVPD" spin_multiplicity=6 s_squared=8.75 e_above_lowest_kcal_mol=14.9 molar_mass_g_mol=677.40 total_energy_ev=-160159.0563 total_charge=0
Mn -0.9873 -0.0242 -0.6849 0.92 0.63 0.61 4.651
Br -0.9008 1.6812 2.8050 0.08 0.00 0.01 0.003
C -0.9609 2.7597 1.2569 -0.11 -0.03 -0.15 0.006
C -0.6521 4.1075 1.3415 0.05 0.00 0.13 0.001
C -0.8206 4.8802 0.2043 -0.07 -0.08 -0.08 0.002
C -1.3095 4.2900 -0.9519 0.01 0.12 0.02 0.000
C -1.5534 2.9301 -0.9455 -0.04 -0.12 -0.11 0.005
N -1.3566 2.1687 0.1419 0.06 0.19 0.09 0.028
C -2.0860 2.1865 -2.1802 0.16 -0.01 0.18 0.012
O -2.5698 2.8350 -3.0873 0.04 0.06 0.02 0.013
O -1.9682 0.9148 -2.0843 -0.75 0.20 -0.87 0.069
H -0.3041 4.5214 2.2765 -0.02 0.03 -0.02 0.000
H -0.5975 5.9390 0.2222 0.03 0.00 0.05 0.000
H -1.4979 4.8583 -1.8513 -0.02 -0.07 -0.03 0.000
S -3.9342 -6.0964 2.8247 0.04 0.03 -0.01 -0.001
N -4.6231 -4.6914 2.4259 -0.11 -0.07 0.12 0.000
C -3.6862 -3.9441 1.8786 0.35 -0.25 0.02 0.000
C -3.8522 -2.5886 1.4108 0.43 0.21 -0.14 0.001
C -5.0215 -1.8533 1.5802 -0.03 0.15 -0.09 0.005
C -5.0465 -0.5443 1.1496 -0.13 -0.19 0.17 0.001
C -3.9010 -0.0034 0.5808 0.14 0.29 -0.06 0.009
N -2.7762 -0.6812 0.4229 -0.31 -0.76 0.13 0.036
C -2.7409 -1.9726 0.8098 -0.87 0.44 0.25 0.008
C -1.4957 -2.6913 0.6080 0.88 -0.48 -0.19 0.010
N -0.5486 -2.0899 -0.1455 -0.31 -0.69 0.39 0.034
C 0.6179 -2.7022 -0.2923 0.08 0.21 -0.25 0.012
C 0.9307 -3.9184 0.2963 -0.12 -0.19 0.14 0.000
C -0.0401 -4.5668 1.0291 0.14 0.04 -0.08 0.007
C -1.2852 -3.9626 1.1697 -0.12 0.45 -0.21 0.000
C -2.4144 -4.5947 1.8115 -0.38 0.09 0.03 0.000
N -2.4276 -5.8122 2.3156 -0.03 -0.15 0.07 -0.001
H -5.8779 -2.3196 2.0486 -0.01 0.01 0.00 0.000
H -5.9275 0.0686 1.2742 0.00 0.00 -0.05 0.000
H -3.8846 1.0288 0.2523 0.06 -0.01 -0.04 0.001
H 1.3420 -2.2022 -0.9243 0.00 0.06 0.04 0.001
H 1.9129 -4.3463 0.1585 0.00 0.01 -0.02 0.000
H 0.1376 -5.5320 1.4841 -0.01 -0.01 -0.01 0.000
C 3.5106 -0.7749 -2.7149 0.00 0.08 0.08 0.000
C 3.6067 0.6934 -2.3031 -0.02 -0.18 0.04 0.001
C 3.1276 0.9489 -0.8727 0.16 0.13 -0.11 0.001
C 3.2820 2.4514 -0.4768 -0.13 0.03 -0.09 0.000
C 2.4952 3.4253 -1.3520 0.04 -0.12 0.08 0.000
C 4.0073 0.2079 0.1251 -0.15 0.03 -0.03 0.000
O 5.1948 0.0333 -0.0376 -0.01 0.04 0.03 0.000
N 3.3674 -0.1867 1.2710 0.00 -0.09 0.13 0.001
C 1.9761 -0.2063 1.5069 0.09 0.09 -0.22 0.003
O 1.5749 -0.6603 2.5593 -0.01 -0.01 -0.02 0.001
N 1.1717 0.2309 0.4951 -0.29 -0.16 0.12 0.026
C 1.6715 0.5868 -0.6864 -0.04 -0.07 0.13 0.010
O 0.8723 0.6580 -1.6483 0.25 0.03 -0.16 0.040
H 3.9645 -0.9241 -3.6942 -0.03 -0.04 -0.01 0.000
H 2.4665 -1.0862 -2.7759 0.01 -0.02 -0.04 0.000
H 4.0365 -1.4182 -2.0055 0.02 0.00 -0.03 0.000
H 3.0014 1.2912 -2.9819 0.03 0.06 0.00 0.000
H 4.6442 1.0232 -2.3701 -0.02 0.06 0.00 0.000
H 4.3481 2.6826 -0.5248 0.01 -0.01 0.06 0.000
H 2.9634 2.5604 0.5634 0.05 0.00 0.02 0.000
H 2.9300 3.5041 -2.3475 -0.03 0.02 -0.02 0.000
H 2.5067 4.4162 -0.8964 0.03 0.02 -0.04 0.000
H 1.4556 3.1149 -1.4611 -0.01 0.03 -0.01 0.000
H 3.9319 -0.6039 1.9960 0.04 -0.02 0.01 0.000

=====

# 3
60
Properties=species:S:1:pos:R:3:forces:R:3:lowdin_spin:R:1 method="wB97M-V/def2-TZVPD" spin_multiplicity=2 s_squared=0.77 e_above_lowest_kcal_mol=0.0 molar_mass_g_mol=626.51 total_energy_ev=-98352.7589 total_charge=+1
Cr 0.1933 -1.4089 0.7068 -0.47 -0.91 -0.56 1.023
N 2.0673 -1.7281 -0.1963 -0.13 0.13 -0.07 -0.002
C 2.9041 -0.5311 -0.1528 -0.02 -0.08 0.02 0.001
C 4.2670 -0.6141 0.0600 0.03 -0.05 -0.01 0.000
C 5.0142 0.5555 0.1197 0.01 0.02 0.00 0.000
C 4.4019 1.7914 -0.0365 0.01 0.02 0.01 0.000
C 3.0316 1.8666 -0.2443 0.04 0.04 0.00 0.000
C 2.2769 0.7034 -0.2991 -0.09 -0.09 -0.05 -0.001
P 0.4734 0.6393 -0.4668 0.09 0.25 -0.11 -0.019
C -0.1909 2.2070 0.1219 -0.04 -0.07 0.16 -0.004
C -0.2946 3.3203 -0.7107 0.02 0.05 0.01 -0.001
C -0.7709 4.5186 -0.1988 0.01 -0.03 -0.03 0.000
C -1.1451 4.6080 1.1355 -0.01 0.02 0.01 0.000
C -1.0472 3.5004 1.9666 -0.01 -0.02 -0.01 0.000
C -0.5744 2.2987 1.4612 -0.02 0.04 -0.05 -0.001
C 0.1420 0.5859 -2.2477 0.06 0.03 0.00 -0.001
C -1.1720 0.7467 -2.6879 -0.07 -0.02 0.02 -0.001
C -1.4765 0.6280 -4.0328 -0.04 0.00 0.03 0.000
C -0.4729 0.3375 -4.9501 0.06 0.00 0.01 -0.001
C 0.8356 0.1816 -4.5197 0.00 0.01 0.02 0.000
C 1.1468 0.3099 -3.1695 0.01 0.02 -0.04 -0.001
H 2.5179 -2.5150 0.2686 0.01 -0.02 0.09 0.000
H 1.9210 -2.0087 -1.1655 0.03 0.00 -0.04 0.003
H 4.7471 -1.5792 0.1822 -0.03 0.04 -0.01 0.000
H 6.0809 0.4968 0.2931 -0.03 0.01 -0.01 0.000
H 4.9903 2.6984 0.0158 -0.02 -0.04 0.00 0.000
H 2.5437 2.8296 -0.3389 0.02 -0.02 0.00 0.000
H -0.0096 3.2514 -1.7536 -0.01 0.00 0.01 0.000
H -0.8538 5.3834 -0.8440 0.01 -0.01 0.00 0.000
H -1.5214 5.5451 1.5273 0.02 -0.04 -0.01 0.000
H -1.3454 3.5718 3.0046 0.01 -0.01 -0.02 0.000
H -0.5003 1.4293 2.1027 -0.01 0.03 0.01 0.000
H -1.9611 0.9680 -1.9760 0.01 0.00 -0.01 0.000
H -2.4990 0.7588 -4.3658 0.05 -0.01 0.01 0.000
H -0.7101 0.2414 -6.0015 -0.01 0.00 0.02 0.000
H 1.6225 -0.0278 -5.2341 -0.04 0.01 0.04 0.000
H 2.1796 0.2205 -2.8517 -0.02 -0.02 0.02 0.000
F -6.4013 -0.7794 0.9916 -0.02 0.01 0.01 -0.001
C -5.2066 -1.1232 0.5426 -0.12 0.02 0.00 -0.003
C -4.0926 -0.9785 1.3497 0.01 0.05 0.09 0.000
F -4.1997 -0.4928 2.5792 0.02 -0.01 0.00 0.000
C -2.8709 -1.3471 0.8358 0.07 0.01 0.01 -0.002
F -1.7678 -1.2043 1.6355 0.06 0.09 0.20 0.002
C -2.6750 -1.8513 -0.4324 -0.01 -0.03 -0.03 0.001
S -1.0800 -2.2845 -1.0310 0.42 0.24 0.35 -0.033
C -3.8133 -1.9788 -1.2172 0.04 -0.08 -0.16 -0.003
F -3.7141 -2.4520 -2.4556 0.00 0.01 0.02 -0.001
C -5.0623 -1.6247 -0.7406 -0.13 0.00 -0.08 0.001
F -6.1306 -1.7580 -1.5128 0.02 0.00 0.01 0.000
N 1.5773 -3.8184 1.9583 -0.10 -0.04 -0.13 0.000
N 0.2231 -3.3763 1.7149 0.17 0.24 0.05 -0.004
H 1.5667 -4.7818 2.2766 0.02 -0.04 0.05 0.000
H 1.9418 -3.2601 2.7211 0.03 0.09 0.01 0.000
H -0.3348 -3.4290 2.5651 -0.09 0.03 0.04 0.000
H -0.1948 -4.0179 1.0504 0.03 -0.04 -0.10 0.000
N 0.9843 -0.6728 2.2659 0.16 0.06 0.57 0.003
C 1.0851 -0.6373 3.4552 -0.20 -0.09 -0.54 0.018
N 1.2258 -0.4969 4.6670 0.18 0.13 0.59 0.018
C 1.1042 -1.3460 5.6815 -0.01 -0.03 -0.27 0.001
N 1.0238 -2.0693 6.5770 -0.01 0.11 -0.12 0.008

=====

# 4
71
Properties=species:S:1:pos:R:3:forces:R:3:lowdin_spin:R:1 method="wB97M-V/def2-TZVPD" spin_multiplicity=2 s_squared=0.77 e_above_lowest_kcal_mol=0.0 molar_mass_g_mol=808.50 total_energy_ev=-121685.6243 total_charge=-5
O -1.2987 1.8325 0.1172 -0.02 -0.11 0.10 -0.147
V -0.4485 0.6897 -0.5167 0.52 -1.46 -2.66 1.086
C -2.0040 0.0358 -4.1439 0.80 0.02 -1.42 -0.005
C -2.0730 -1.0233 -5.1577 0.54 0.00 0.92 -0.001
C -0.7107 -1.4711 -5.8174 0.79 -0.24 0.82 0.000
O -0.6717 -2.5790 -6.3767 -0.45 0.12 -0.85 0.001
C 0.4174 -0.6282 -5.6312 -1.95 -1.17 -0.22 0.000
C 0.4067 0.3993 -4.6922 1.96 2.54 -1.58 0.001
C -0.7985 0.6393 -3.8029 -1.57 -1.38 1.18 0.003
O -0.7673 1.3350 -2.7077 0.93 0.00 1.35 0.011
O 1.3191 1.2752 -4.7831 -1.07 -0.30 1.13 0.000
O -3.0803 -1.6849 -5.3886 -0.32 0.43 -0.36 -0.003
H -2.8949 0.3768 -3.6315 -0.09 -0.40 0.21 0.000
H 1.2601 -0.7496 -6.2966 0.25 -0.06 0.26 0.000
C 4.5331 -2.5243 -1.2692 -0.80 -1.18 3.22 0.000
C 3.5521 -1.6177 -1.6297 1.32 2.40 -2.27 0.000
C 2.2486 -1.4820 -0.8021 -1.74 0.74 -0.42 0.000
O 1.2956 -0.7151 -1.1766 0.28 0.71 -0.16 -0.001
C 2.0609 -2.1849 0.3652 1.56 -1.16 2.09 0.000
C 3.1420 -2.9127 0.9827 0.52 0.28 -2.17 0.000
C 4.3884 -3.1744 -0.0045 0.38 -1.18 -0.51 0.000
O 5.1700 -4.0804 0.3728 0.33 0.24 0.42 0.000
O 3.2177 -3.3782 2.1208 -0.36 0.20 0.38 0.000
O 3.8386 -0.8410 -2.5837 -1.66 -0.43 0.93 0.000
H 5.4966 -2.5330 -1.7564 -0.08 -0.14 -0.24 0.000
H 1.1563 -2.0952 0.9554 -0.22 0.10 -0.34 0.000
C -3.5758 -4.0742 0.5108 0.36 1.47 0.38 0.000
C -3.1273 -2.7287 0.6782 0.51 0.84 -1.60 -0.001
C -2.0584 -2.1528 -0.4253 -0.27 -2.82 -0.67 -0.007
O -1.5651 -0.9808 -0.2935 0.44 1.81 0.50 0.017
C -1.7157 -3.0246 -1.4763 -0.42 2.68 2.25 0.015
C -2.4346 -4.2233 -1.7200 0.12 -0.04 -1.96 0.004
C -3.4110 -4.7666 -0.6706 0.11 -2.17 0.61 -0.001
O -3.9165 -5.9210 -0.8170 0.12 0.55 -0.58 -0.002
O -2.3058 -4.7729 -2.8222 -0.38 -0.52 0.90 0.014
O -3.5641 -1.9314 1.5055 0.08 0.21 0.77 0.000
H -4.1827 -4.5023 1.3003 -0.19 0.03 -0.04 0.000
H -1.0493 -2.5572 -2.1897 0.05 -0.55 -0.40 0.001
C 3.6278 2.3654 0.3980 0.12 0.72 -1.09 0.000
F 2.9947 2.5184 1.5827 -0.36 -0.87 0.07 0.000
F 4.6608 3.2380 0.5232 0.36 0.28 -0.45 0.000
F 4.1870 1.1671 0.2559 -0.56 -0.01 0.66 0.000
S 2.5035 2.7763 -1.0990 0.29 1.07 -1.55 0.002
O 3.1636 2.3070 -2.2821 0.20 -0.39 1.07 0.001
O 1.2718 2.1059 -0.7133 -0.17 -0.13 0.70 0.008
O 2.4363 4.2451 -1.0919 -0.24 -0.69 1.13 0.000
C -4.3270 5.4958 2.0831 0.89 -0.66 0.38 0.000
C -4.7505 4.1181 1.5618 -0.36 0.67 -2.12 0.000
O -5.9293 3.8340 1.4952 0.00 -0.08 0.87 0.000
C -3.7212 3.3456 0.7363 0.25 1.30 1.75 -0.001
H -4.5723 5.6701 3.1309 -0.47 0.08 -0.12 0.000
H -4.7548 6.2325 1.4046 -0.15 0.09 0.21 0.000
H -3.2405 5.5487 2.0159 -0.01 0.25 -0.03 0.000
H -2.7539 3.8385 0.8266 0.11 -0.24 0.04 0.000
H -3.9840 3.4596 -0.3125 -0.27 -0.94 0.00 0.000
H -3.6230 2.3776 1.2241 -0.05 -0.49 -1.00 0.000
C 1.4427 1.5827 4.3271 -1.70 0.39 0.90 0.000
C 2.6841 0.6850 4.2175 -0.06 1.29 -1.40 0.000
C 2.3685 -0.4650 3.2621 -1.79 -0.95 1.34 0.000
S 0.5118 -0.4364 3.0574 0.39 -0.60 -0.24 0.000
O -0.0671 -1.7306 3.3154 0.25 0.57 0.13 0.000
O 0.1653 0.2857 1.8576 0.02 0.24 -0.08 0.003
C 0.1839 0.7133 4.4412 0.58 -0.69 -0.10 0.000
H 1.1737 2.2005 3.4684 1.06 0.03 -0.32 0.000
H 1.5110 2.2583 5.1845 0.11 0.03 0.05 0.000
H 3.0092 0.3178 5.1904 -0.13 0.01 0.06 0.000
H 3.4327 1.3751 3.8240 0.41 -0.43 -0.01 0.000
H 2.3787 -1.3772 3.8616 0.55 -0.31 -0.46 0.000
H 2.8392 -0.6613 2.3002 0.04 0.44 -0.02 0.000
H 0.1144 0.1726 5.3872 0.13 -0.29 -0.12 0.000
H -0.7865 1.1627 4.2396 0.18 0.27 -0.19 0.000